[1]
13 unconnected molecules or ions with the total composition C8H38O12 in a non-equilibrium geometry, computed with ωB97M-V with the def2-TZVPD basis set.

Each line ends with the Löwdin charge.
Cartesian coordinates (Å):
C -0.7057 1.4184 4.4137  -0.090
C -0.1821 0.9366 2.9864  -0.208
C -1.2186 -0.1031 2.4974  -0.182
C -0.9112 -0.7943 1.1742  -0.366
C 0.2602 -1.2237 0.7608  0.022
C -2.1112 -1.0622 0.2867  -0.196
C -3.1463 -0.0371 0.0885  -0.203
C -4.1438 -0.3856 -0.7488  -0.011
H -1.8084 1.1465 4.6261  0.102
H -0.2355 0.9387 5.1812  0.006
H -0.3148 2.5149 4.5305  0.104
H -0.2795 1.8143 2.3958  0.080
H 0.8176 0.5723 2.7962  0.094
H -1.2658 -0.9240 3.2418  0.119
H -2.2480 0.3247 2.5202  0.115
H 1.0593 -1.1971 1.5137  0.074
H 0.5116 -1.6521 -0.1978  0.063
H -2.7442 -1.7489 0.9712  0.153
H -1.7889 -1.7603 -0.5517  0.148
H -2.9910 0.9310 0.5363  0.081
H -5.1544 -0.0164 -0.8931  0.044
H -4.3392 -1.4096 -1.1126  0.066
H 2.1784 -5.6804 0.0300  0.068
H 1.9031 -4.8870 1.2407  0.076
O 1.5007 -5.0364 0.3383  -0.081
H 2.3185 -3.8157 -2.7884  -0.018
H 1.1336 -4.4497 -3.3958  0.040
O 1.9890 -4.1046 -3.7343  -0.138
H 2.5259 -3.7574 -0.7629  0.020
H 2.8460 -2.5487 -1.5930  0.046
O 3.0858 -3.5023 -1.5087  -0.044
H -1.7450 1.8772 -0.6333  0.019
H -0.5582 0.9406 -0.0484  -0.016
O -0.8793 1.4525 -0.7742  -0.048
H -0.6655 -3.5687 2.5463  0.045
H 0.6468 -2.8255 3.1781  0.011
O 0.0404 -3.5576 3.2111  -0.055
H 2.3738 0.7220 -1.2467  0.081
H 1.4177 1.9853 -0.9365  0.102
O 1.8888 1.1540 -0.4570  -0.152
H 2.0103 -1.8641 -3.1962  0.057
H 1.6419 -0.3977 -2.9259  0.020
O 1.7605 -1.2135 -2.4988  -0.043
H 3.3768 1.8709 0.3880  -0.040
H 4.2842 1.7352 1.6298  0.010
O 3.9144 2.3220 1.0195  -0.034
H -1.0251 1.3723 -3.2696  0.008
H -2.4115 0.7909 -3.4503  0.012
O -1.8577 1.5038 -3.7223  -0.042
H -4.5527 3.1182 -0.4572  0.069
H -3.4679 3.2093 -1.6473  0.070
O -3.5854 3.1516 -0.6612  -0.084
H 1.4241 5.0245 -2.4959  -0.007
H 0.0140 4.6820 -2.7868  0.059
O 0.6681 5.4305 -2.9417  -0.089
H 2.4408 3.4943 -0.2424  0.102
H 3.6064 3.6733 -1.1885  0.040
O 2.6985 3.4160 -1.2353  -0.083

relative energy (zero: lowest compared OMol25 entry of this formula, charge and spin) = 59.8 kcal/mol
DFT total energy = -33478.96670 eV
HOMO = -9.3 eV


[2]
A single C2H8BNO2 molecule in a non-equilibrium geometry, computed with ωB97M-V with the def2-TZVPD basis set.

Each line ends with the Löwdin charge.
Cartesian coordinates (Å):
C -0.0199 -1.1234 1.4498  -0.166
C -0.7153 0.1783 1.1837  -0.172
B 0.0093 0.6695 -0.2434  -0.467
O 1.2949 0.9723 -0.4980  0.209
O -0.7966 0.2815 -1.4475  -0.072
N -0.2684 0.7322 -2.6283  0.006
H 0.0645 -1.7584 0.4832  0.118
H 0.8967 -0.8011 1.8645  0.044
H -0.4716 -1.6853 2.3186  0.091
H -1.7617 -0.0241 0.8979  0.088
H -0.6947 0.7824 2.1770  0.124
H 1.9402 0.9077 0.1296  0.067
H 0.6540 1.0240 -2.5668  0.033
H -0.1313 -0.1557 -3.1202  0.096

relative energy (zero: lowest compared OMol25 entry of this formula, charge and spin) = 67.1 kcal/mol
DFT total energy = -8465.00224 eV
HOMO = -8.9 eV
SMILES string = CCB(O)ON


[3]
A molecular structure, C29H44BeBrN3P2 in a non-equilibrium geometry, computed with ωB97M-V with the def2-TZVPD basis set.

Each line ends with the Löwdin charge.
Cartesian coordinates (Å):
C -2.8943 -2.0844 -4.3894  -0.005
C -1.7616 -2.6113 -3.7355  -0.261
C -0.7136 -3.1948 -4.4786  -0.012
C -0.9334 -3.3940 -5.8519  -0.107
N -2.0427 -2.9525 -6.4498  0.076
C -3.0077 -2.3394 -5.7608  -0.114
C -1.6246 -2.5254 -2.3239  0.060
C -1.6685 -2.6613 -1.0763  0.059
C -1.4507 -2.6880 0.3091  -0.203
C -1.0660 -1.4249 0.7755  -0.052
C -0.4438 -1.2382 1.9997  -0.305
C -0.5190 -2.3592 2.8785  -0.568
C -1.0030 -3.6302 2.4719  -0.036
C -1.5664 -3.7805 1.1776  0.068
Be -1.1882 0.0429 3.1219  0.634
P 0.2343 0.9309 -1.0065  0.921
H 0.2248 -3.4953 -3.9756  0.128
H -3.6451 -1.5077 -3.8216  0.124
H -0.1684 -3.9238 -6.4249  0.118
H -3.9174 -2.0243 -6.2654  0.115
H -2.0724 -4.6834 0.8169  0.150
H -0.9962 -0.5679 0.0624  0.023
H -0.9519 -4.5332 3.1202  0.140
H 0.3008 -0.4187 1.9055  0.082
C 0.9641 2.5942 -1.1273  -0.428
C 1.5329 2.9977 -2.4791  -0.145
H 1.7548 2.6243 -0.3595  0.058
H 0.1920 3.3038 -0.7986  0.068
H 2.0238 3.9706 -2.3677  0.082
H 2.2840 2.2944 -2.8514  0.069
H 0.7610 3.1187 -3.2468  0.065
C 1.0629 -0.1683 -2.2456  -0.382
C 0.6663 0.0032 -3.7108  -0.138
H 0.8212 -1.1975 -1.9294  0.058
H 2.1510 -0.0364 -2.1173  0.060
H 1.2151 -0.7409 -4.3050  0.081
H -0.4028 -0.1919 -3.8757  0.054
H 0.9183 0.9922 -4.1205  0.065
C -1.4830 1.0222 -1.6399  -0.420
C -1.7805 2.1021 -2.6762  -0.140
H -2.1229 1.1998 -0.7610  0.052
H -1.7627 0.0258 -2.0133  0.055
H -2.8614 2.1041 -2.8778  0.078
H -1.5125 3.1056 -2.3222  0.067
H -1.2810 1.9239 -3.6385  0.067
Br 0.6686 -2.1456 4.4607  0.788
P 3.0214 -0.3803 1.1431  0.927
C 4.2089 0.1948 -0.1176  -0.429
C 5.6282 0.4389 0.3845  -0.141
H 3.7696 1.1351 -0.5077  0.056
H 4.1896 -0.5270 -0.9500  0.075
H 6.2190 0.8396 -0.4489  0.081
H 5.6495 1.1711 1.2023  0.068
H 6.1159 -0.4869 0.7214  0.072
C 3.6364 0.0737 2.8242  -0.429
C 4.5279 -0.9193 3.5522  -0.155
H 2.7330 0.2476 3.4325  0.036
H 4.1274 1.0540 2.7436  0.072
H 4.7669 -0.5180 4.5436  0.080
H 4.0438 -1.8870 3.7120  0.056
H 5.4824 -1.0887 3.0454  0.067
C 2.9228 -2.2040 1.1139  -0.431
C 4.2333 -2.9212 0.8110  -0.141
H 2.1689 -2.4467 0.3467  0.064
H 2.4926 -2.5468 2.0680  0.043
H 4.0552 -4.0036 0.7793  0.079
H 4.6547 -2.6319 -0.1588  0.071
H 4.9925 -2.7530 1.5844  0.062
C -4.5010 2.8332 2.4902  0.036
N -3.0756 2.5973 2.3034  -0.076
C -2.0564 3.5362 2.4499  0.021
C -0.8796 2.8727 2.4036  -0.021
N -1.1415 1.4864 2.3479  0.032
C -2.4835 1.4049 2.1372  -0.132
H -4.7430 3.0064 3.5455  0.120
H -4.8333 3.7028 1.9187  0.116
H -5.0072 1.9407 2.1454  0.103
H -2.2521 4.5933 2.5794  0.155
H 0.1120 3.3485 2.4090  0.149
H -3.0679 0.5540 1.8325  0.158

relative energy (zero: lowest compared OMol25 entry of this formula, charge and spin) = 166.9 kcal/mol
total charge = +2
DFT total energy = -124259.32596 eV
HOMO = -12.0 eV


no.,orbital gap (eV)
1,9.33
2,9.36
3,4.00